Molecular formula: C2H4N2O2S
Method: DFT, ωB97M-V with the def2-TZVPD basis set

```
! wB97M-V def2-TZVPD RIJCOSX def2/J DEFGRID3
* xyz 0 1
S -2.432 -0.319 0.528
O -0.912 -1.555 -0.146
O -3.421 -0.359 -0.504
N -1.534 1.142 0.276
N 0.869 -0.305 0.966
C 0.236 -0.921 -0.255
C 1.458 -1.279 0.407
H 2.312 -1.856 0.452
H 0.244 -0.384 -1.126
H -0.750 1.104 0.909
H -1.378 1.252 -0.713
*
```

Output
- LUMO energy (eV) = -0.161
- HOMO (Ha) = -0.3432
- Kohn-Sham gap (hartree) = 0.33726
- calculated total energy (eV) = -20045.2344

Charges computed using natural (NBO), reported in e: 1.5909, -0.7180, -0.8598, -1.0168, -0.3667, 0.1441, 0.0750, 0.2049, 0.1326, 0.4158, 0.3979